A gas-phase ion, C2H7N2O2 (charge +1) in a non-equilibrium geometry. Source: OMol25; level of theory: ωB97M-V with the def2-TZVPD basis set.

```
13
Properties=species:S:1:pos:R:3:forces:R:3:lowdin_charge:R:1
N 1.577474 -0.382635 0.014651 1.072 -1.120 -0.713 0.0073
C 0.261893 -1.040062 -0.131686 0.964 2.920 -1.011 -0.1016
C -0.872339 -0.071682 0.000101 -2.318 3.200 -0.429 -0.1838
O -2.098199 -0.617389 0.005411 1.061 0.640 0.472 0.1618
N -0.752880 1.282676 -0.092630 4.834 -4.203 0.538 0.1765
O 0.538611 1.929585 0.012626 -7.309 4.907 0.918 0.0796
H 1.832758 -0.242735 1.002274 -0.199 -0.476 -0.555 0.1180
H 2.321348 -0.983369 -0.429948 -1.115 0.968 0.725 0.1385
H 0.082587 -1.421080 -1.132700 0.390 -0.414 -0.206 0.1626
H 0.186141 -1.764666 0.579097 -0.938 -2.382 1.766 0.1106
H -2.876927 -0.059497 0.268203 1.067 -0.273 -0.398 0.1828
H -1.435135 1.975235 0.005661 -1.459 1.010 0.115 0.1618
H 1.234662 1.395618 -0.101065 3.949 -4.777 -1.224 -0.0142
```
Positions in Å, forces in eV/Å.

HOMO level ... -15.100 eV
SMILES string ... NC/C(O)=[NH+]\O
LUMO level ... -4.6 eV
Net charge ... +1



A molecular structure, C7H13N in a non-equilibrium geometry. Source: OMol25; level of theory: ωB97M-V with the def2-TZVPD basis set.

```
21
Properties=species:S:1:pos:R:3:forces:R:3:lowdin_charge:R:1
C 0.005312 -1.761833 -0.603606 1.556 -0.697 -0.805 -0.1600
C 1.010257 -0.685260 -0.371703 -0.042 1.371 -0.913 -0.3524
C 0.247938 0.643408 -0.182448 -2.745 -0.903 1.595 -0.1828
C -1.496940 -0.148813 -0.358138 1.639 1.984 1.215 -0.2195
C 1.934646 -1.079301 0.742111 0.270 0.541 -1.152 -0.0628
C 0.371529 1.785364 -1.199102 2.704 -2.282 1.104 -0.0980
C -2.589337 -0.256692 0.862307 0.308 2.442 -3.030 -0.0491
N -1.188113 -1.479925 -0.693390 -2.290 -0.001 -0.394 0.0293
H 0.292566 -2.793614 -0.792498 0.379 -0.038 0.064 0.1196
H 1.543652 -0.507472 -1.337687 0.109 -0.686 0.579 0.1512
H 0.416002 1.134952 0.825690 -0.336 -1.011 -0.826 0.1284
H -1.695696 0.545496 -1.243602 -1.014 -1.365 1.229 0.1269
H 1.542891 -0.804851 1.690538 -0.347 -0.368 0.941 0.0794
H 2.812614 -0.543695 0.574263 1.649 1.451 0.240 0.0575
H 2.322726 -2.059233 0.600808 -0.363 -1.332 0.474 0.0721
H 1.268509 2.358436 -0.948427 0.304 -0.171 -0.332 0.0818
H -0.366275 2.465688 -1.066358 -2.709 1.911 0.164 0.0319
H 0.434220 1.425590 -2.198253 -0.057 -0.138 -0.965 0.0704
H -2.319292 -0.712738 1.802055 0.577 -0.246 -0.119 0.0543
H -3.487683 -0.724579 0.414133 0.557 -0.009 0.385 0.0654
H -2.850066 0.808507 0.999524 -0.149 -0.454 0.548 0.0562
```
Positions in Å, forces in eV/Å.

HOMO level ... -8.721 eV
LUMO level ... 1.1 eV



A molecular structure, C32H61As2F3NO4PRuSSeSi3 in a non-equilibrium geometry. Source: OMol25; level of theory: ωB97M-V with the def2-TZVPD basis set.

```
110
Properties=species:S:1:pos:R:3:forces:R:3:mulliken_spin:R:1
Ru 0.476092 -0.333070 -1.172623 -0.829 0.190 -1.331 0.6180
F 1.015760 8.783914 0.658645 -0.040 0.038 0.047 0.0005
C 0.733987 7.769072 1.504131 0.011 -0.129 -0.068 -0.0008
F -0.458969 8.043677 2.070794 0.020 0.070 -0.004 0.0004
F 1.648272 7.846917 2.496962 0.055 0.059 0.092 0.0012
C 0.744977 6.443846 0.820032 -0.072 0.045 0.015 0.0328
C 1.594341 6.221115 -0.254170 0.184 -0.064 -0.225 -0.0150
C 1.612067 4.992282 -0.888775 0.166 0.147 -0.046 0.0369
C 0.790681 3.938086 -0.451045 -0.121 -0.209 -0.150 -0.0034
C -0.040108 4.176292 0.657510 -0.122 0.096 0.032 0.0433
C -0.067223 5.416051 1.273997 -0.145 -0.222 -0.006 -0.0155
C 0.798938 2.689397 -1.119062 0.613 0.657 0.814 0.0464
C 0.973770 1.630574 -1.730470 -0.793 -1.350 0.043 0.0065
H 2.237438 7.024461 -0.596218 -0.035 -0.086 -0.052 -0.0003
H 2.260944 4.820313 -1.740273 -0.022 0.048 0.075 0.0018
H -0.646727 3.362323 1.029714 -0.048 0.013 0.016 0.0101
H -0.716982 5.587351 2.123215 -0.019 -0.061 -0.017 -0.0008
S 1.026574 -3.790864 -4.348195 0.061 -0.087 -0.250 0.0010
C 0.457169 -4.370177 -2.840581 0.101 -0.183 -0.190 -0.0002
C 0.277611 -3.332332 -2.001688 -0.038 0.338 0.070 0.0173
N 0.583371 -2.095497 -2.542234 -0.194 0.548 1.475 0.0339
C 0.981656 -2.188866 -3.763953 0.222 -0.066 -0.466 0.0019
H 0.310391 -5.424616 -2.660790 -0.032 0.135 0.039 -0.0001
H -0.079813 -3.386336 -0.986541 0.015 0.094 0.010 -0.0029
H 1.279414 -1.343693 -4.369911 -0.055 -0.081 0.110 -0.0029
C 5.674329 -1.201016 -0.168182 0.156 0.020 0.205 -0.0016
Si 4.118205 -1.813164 -1.032066 -0.015 0.109 -0.044 -0.0042
C 4.430971 -3.626533 -1.447391 -0.072 -0.279 -0.031 -0.0012
C 4.002243 -0.880952 -2.669700 0.060 -0.018 -0.195 -0.0046
As 2.209872 -1.297639 0.189286 1.404 0.376 0.176 0.0215
Si 2.016167 -3.073412 1.651991 -0.343 -0.167 -0.149 0.0005
C 1.438044 -4.720934 0.936728 -0.107 -0.188 -0.130 0.0016
C 3.707577 -3.413484 2.391544 0.375 0.103 -0.076 0.0010
C 0.846033 -2.657071 3.056550 -0.171 0.185 0.128 -0.0022
H 6.584203 -1.500716 -0.706160 -0.114 0.045 0.053 0.0000
H 5.730689 -1.596641 0.853172 0.041 0.064 -0.117 0.0001
H 5.656755 -0.107034 -0.097935 -0.006 -0.124 0.011 -0.0002
H 5.340095 -3.734646 -2.056435 -0.133 0.025 0.093 0.0000
H 3.586976 -4.044905 -2.014408 0.133 0.062 0.097 0.0002
H 4.556092 -4.230499 -0.539849 -0.017 0.044 -0.169 0.0000
H 4.907203 -0.300799 -2.886114 -0.061 -0.114 0.045 0.0001
H 3.160050 -0.190125 -2.630075 -0.072 0.111 -0.025 0.0020
H 3.833525 -1.571014 -3.505972 0.033 0.075 0.083 0.0007
H 2.026414 -4.993574 0.052404 -0.084 0.009 0.098 -0.0002
H 0.382802 -4.658528 0.641761 0.134 -0.066 0.075 -0.0003
H 1.531222 -5.524570 1.680346 -0.016 0.103 -0.082 0.0000
H 4.447454 -3.618142 1.607380 -0.074 -0.019 0.183 -0.0004
H 3.666800 -4.280948 3.062034 -0.016 0.093 -0.070 -0.0001
H 4.064819 -2.549044 2.963196 -0.039 -0.123 -0.052 0.0001
H 0.080388 -1.972799 2.679504 0.039 -0.094 0.071 0.0022
H 1.370726 -2.161851 3.880650 -0.030 -0.057 -0.074 0.0000
H 0.350613 -3.554771 3.446627 0.092 0.071 -0.022 -0.0001
C -3.339852 -1.183810 2.868166 0.069 -0.089 -0.254 -0.0008
C -3.374966 0.115760 2.064003 0.072 -0.079 0.104 0.0053
C -2.309140 1.083549 2.560490 0.121 0.036 -0.118 -0.0004
C -4.751443 0.749862 2.159631 -0.116 0.046 -0.112 -0.0003
O -3.181501 -0.122408 0.642919 -0.128 0.111 0.397 -0.0068
P -2.064734 -1.066517 -0.011357 -0.274 -0.030 0.054 -0.0391
O -0.797595 -1.078277 0.793303 -0.121 0.032 -0.289 0.0807
O -1.966487 -0.637856 -1.444057 -0.123 -0.112 -0.084 0.0126
O -2.674572 -2.551814 0.118365 -0.198 -0.229 -0.206 -0.0003
C -3.757286 -3.106147 -0.679416 -0.097 0.188 -0.011 -0.0013
C -3.246778 -3.479511 -2.064678 0.190 0.142 -0.043 0.0026
C -4.188006 -4.348753 0.079273 0.026 -0.076 0.129 -0.0003
C -4.931060 -2.133151 -0.801968 0.182 0.134 0.140 -0.0007
H -3.476262 -0.963497 3.929242 -0.007 0.008 -0.048 0.0002
H -2.384341 -1.695282 2.731120 -0.058 0.048 0.081 -0.0003
H -4.137611 -1.856476 2.539723 0.051 0.033 0.040 0.0000
H -2.439937 1.274347 3.629944 -0.020 0.007 -0.078 -0.0002
H -2.387905 2.033105 2.020109 0.005 -0.080 0.056 0.0008
H -1.313337 0.670992 2.392435 -0.014 0.031 0.013 -0.0016
H -4.969911 1.019142 3.196191 -0.003 -0.006 -0.060 0.0002
H -5.515822 0.053255 1.804789 0.027 0.050 0.037 -0.0001
H -4.791607 1.649836 1.540109 0.002 -0.051 0.070 -0.0001
H -2.468894 -4.241101 -1.989013 -0.016 -0.002 -0.012 0.0001
H -2.823427 -2.598143 -2.553390 -0.046 -0.083 0.017 -0.0003
H -4.066050 -3.872202 -2.673333 0.040 0.004 0.052 0.0000
H -3.327574 -5.003863 0.239851 -0.081 0.026 -0.030 -0.0002
H -4.951088 -4.890690 -0.486361 0.047 0.023 0.051 0.0001
H -4.597565 -4.073425 1.054757 0.025 -0.041 -0.055 0.0000
H -4.608953 -1.201353 -1.271772 -0.060 -0.078 -0.020 0.0003
H -5.334463 -1.890994 0.184926 0.014 -0.016 -0.076 -0.0001
H -5.718943 -2.585579 -1.407935 0.024 -0.010 0.029 0.0000
C -2.449473 2.476630 -1.475973 -0.011 -0.072 0.334 0.0106
Si -2.020851 1.969022 -3.200279 0.121 0.013 -0.287 -0.0065
C -2.005573 3.507016 -4.271631 0.009 0.149 -0.186 0.0101
C -3.250171 0.791357 -3.975841 -0.167 -0.154 0.032 0.0064
Se 0.087168 1.071349 -3.509864 0.205 -0.174 -0.116 0.1113
H -3.538859 2.442900 -1.347132 0.114 0.025 -0.039 0.0000
H -2.093894 3.485877 -1.269330 -0.009 0.055 0.005 -0.0014
H -2.014737 1.790577 -0.751246 -0.039 0.038 0.033 -0.0068
H -2.972895 4.023441 -4.213659 0.102 -0.043 -0.006 0.0017
H -1.828042 3.235401 -5.318978 -0.006 0.080 0.101 0.0001
H -1.220014 4.204224 -3.962324 -0.085 -0.076 -0.015 -0.0003
H -3.958533 1.343869 -4.604800 0.049 -0.075 0.073 0.0009
H -3.798326 0.247988 -3.200358 0.094 0.023 -0.091 0.0007
H -2.734534 0.053225 -4.595671 -0.070 0.039 0.018 -0.0005
C 1.952235 3.225117 3.390275 0.040 0.171 0.009 0.0019
As 1.845922 1.657793 2.185729 0.181 0.051 0.161 -0.0028
C 3.326482 2.206730 1.017643 0.084 0.121 0.005 -0.0001
C 2.938251 0.535357 3.377976 -0.069 -0.043 0.206 -0.0006
H 2.986017 3.418764 3.691795 -0.065 -0.029 -0.027 0.0000
H 1.354945 3.036346 4.284242 -0.004 -0.016 0.006 0.0001
H 1.556581 4.113906 2.894590 0.061 -0.091 0.050 -0.0015
H 4.279231 2.108956 1.543332 -0.042 0.025 0.024 0.0005
H 3.191588 3.243903 0.703650 -0.016 -0.061 0.057 -0.0006
H 3.331956 1.570692 0.137975 -0.002 -0.068 -0.088 0.0020
H 3.747356 1.124811 3.816466 -0.022 0.000 -0.043 0.0001
H 3.350816 -0.285470 2.798210 0.003 -0.041 -0.045 0.0002
H 2.320563 0.125817 4.181784 0.028 0.031 -0.056 -0.0001
```
Positions in Å, forces in eV/Å.

Spin multiplicity ... 2
HOMO level (spin up / spin down) ... -3.600 / -3.571 eV
⟨S²⟩ ... 0.837
LUMO level (spin up / spin down) ... 2.1 / 2.0 eV
Net charge ... -1



A single C3H3F2NO molecule in a non-equilibrium geometry. Source: OMol25; level of theory: ωB97M-V with the def2-TZVPD basis set.

```
10
Properties=species:S:1:pos:R:3:forces:R:3:lowdin_charge:R:1
F -3.292175 0.002829 -1.086046 0.428 0.498 0.156 0.1243
C -2.460522 -0.006980 -0.010566 0.530 0.741 -0.529 -0.7074
F -3.208016 0.099713 1.053156 -1.583 -0.224 1.380 0.1689
N -1.746062 -1.221263 -0.011719 1.351 -1.609 -0.219 0.1908
C -0.504153 -0.956994 -0.028364 -0.539 1.648 0.328 -0.0437
C -0.259683 0.523936 0.009689 -1.767 -0.474 1.387 -0.1186
O -1.583230 1.070131 0.065515 0.186 -0.316 -1.886 0.0371
H 0.365731 -1.587190 -0.009766 -0.264 -0.924 -0.081 0.1220
H 0.119001 0.872182 0.928562 1.101 -0.165 1.481 0.1193
H 0.422159 0.880324 -0.690478 0.556 0.825 -2.017 0.1074
```
Positions in Å, forces in eV/Å.

HOMO level ... -11.373 eV
SMILES string ... FC1(F)N=CCO1
LUMO level ... 0.7 eV



Number 3 is which compound?
C32H61As2F3NO4PRuSSeSi3



Please write out number 1 again, unchanged.
A gas-phase ion, C2H7N2O2 (charge +1) in a non-equilibrium geometry. Source: OMol25; level of theory: ωB97M-V with the def2-TZVPD basis set.

```
13
Properties=species:S:1:pos:R:3:forces:R:3:lowdin_charge:R:1
N 1.577474 -0.382635 0.014651 1.072 -1.120 -0.713 0.0073
C 0.261893 -1.040062 -0.131686 0.964 2.920 -1.011 -0.1016
C -0.872339 -0.071682 0.000101 -2.318 3.200 -0.429 -0.1838
O -2.098199 -0.617389 0.005411 1.061 0.640 0.472 0.1618
N -0.752880 1.282676 -0.092630 4.834 -4.203 0.538 0.1765
O 0.538611 1.929585 0.012626 -7.309 4.907 0.918 0.0796
H 1.832758 -0.242735 1.002274 -0.199 -0.476 -0.555 0.1180
H 2.321348 -0.983369 -0.429948 -1.115 0.968 0.725 0.1385
H 0.082587 -1.421080 -1.132700 0.390 -0.414 -0.206 0.1626
H 0.186141 -1.764666 0.579097 -0.938 -2.382 1.766 0.1106
H -2.876927 -0.059497 0.268203 1.067 -0.273 -0.398 0.1828
H -1.435135 1.975235 0.005661 -1.459 1.010 0.115 0.1618
H 1.234662 1.395618 -0.101065 3.949 -4.777 -1.224 -0.0142
```
Positions in Å, forces in eV/Å.

HOMO level ... -15.100 eV
SMILES string ... NC/C(O)=[NH+]\O
LUMO level ... -4.6 eV
Net charge ... +1